A 14-piece molecular cluster, C44H122N6O20 overall in a non-equilibrium geometry. Source: the Open Molecules 2025 dataset; level of theory: wB97M-V/def2-TZVPD.

Output
Orbital gap: 8.626 eV
LUMO energy: 0.132 eV
HOMO energy: -8.494 eV
Energy relative to the best compared isomer or geometry (same formula, charge and spin): 131.6 kcal per mole

Element x y z (Å)
C: 3.784 2.715 4.381
O: 4.610 3.344 3.384
C: 5.433 2.431 2.640
C: 6.618 3.167 2.024
N: 7.543 3.680 3.095
C: 8.441 2.679 3.566
C: 9.241 3.047 4.813
O: 8.511 3.444 5.991
C: 7.963 2.429 6.782
H: 3.031 3.373 4.815
H: 4.336 2.216 5.177
H: 3.172 2.002 3.827
H: 4.775 2.097 1.838
H: 5.620 1.563 3.273
H: 6.252 4.002 1.427
H: 7.273 2.509 1.452
H: 6.962 3.917 3.886
H: 9.017 2.159 2.799
H: 7.818 1.859 3.923
H: 9.881 3.882 4.529
H: 9.940 2.230 4.994
H: 7.044 2.002 6.381
H: 7.730 2.738 7.801
H: 8.698 1.636 6.922
C: -1.356 4.077 1.594
O: -0.034 4.020 1.056
C: 1.003 4.601 1.869
C: 2.405 4.434 1.307
N: 2.472 5.101 0.044
C: 3.851 5.048 -0.558
C: 4.143 3.672 -1.136
O: 5.560 3.661 -1.524
C: 6.004 2.472 -2.138
H: -1.344 3.903 2.670
H: -1.951 3.270 1.167
H: -1.896 4.970 1.281
H: 1.046 4.245 2.898
H: 0.704 5.634 2.046
H: 2.641 3.371 1.279
H: 3.083 4.920 2.008
H: 1.849 4.599 -0.572
H: 4.594 5.278 0.206
H: 3.947 5.902 -1.229
H: 3.490 3.634 -2.009
H: 3.867 2.918 -0.399
H: 5.803 1.625 -1.482
H: 7.044 2.574 -2.447
H: 5.456 2.356 -3.074
C: -11.728 -5.306 1.388
O: -10.554 -5.112 0.632
C: -9.545 -6.092 0.825
C: -8.184 -5.721 0.137
N: -7.190 -6.750 0.525
C: -5.935 -6.567 -0.233
C: -5.172 -5.303 0.270
O: -4.937 -5.465 1.652
C: -4.298 -4.341 2.267
H: -12.274 -6.232 1.208
H: -12.525 -4.591 1.184
H: -11.542 -5.205 2.457
H: -9.949 -7.072 0.568
H: -9.414 -6.156 1.905
H: -7.927 -4.734 0.521
H: -8.444 -5.629 -0.918
H: -7.022 -6.587 1.508
H: -6.144 -6.523 -1.302
H: -5.379 -7.481 -0.026
H: -5.719 -4.409 -0.029
H: -4.182 -5.305 -0.187
H: -4.483 -4.485 3.331
H: -4.701 -3.349 2.062
H: -3.210 -4.366 2.191
C: 3.883 1.548 -6.045
O: 2.860 1.329 -5.136
C: 2.215 2.532 -4.771
C: 1.090 2.014 -3.820
N: 0.310 3.050 -3.172
C: -0.357 2.507 -2.042
C: -1.636 1.607 -2.374
O: -2.584 2.402 -3.098
C: -3.748 1.727 -3.365
H: 4.678 2.144 -5.597
H: 3.564 1.911 -7.022
H: 4.330 0.579 -6.263
H: 1.775 2.942 -5.681
H: 2.875 3.249 -4.283
H: 1.521 1.359 -3.063
H: 0.358 1.374 -4.312
H: -0.476 3.293 -3.757
H: -0.647 3.372 -1.447
H: 0.352 1.917 -1.460
H: -2.011 1.230 -1.422
H: -1.265 0.783 -2.983
H: -4.446 2.419 -3.837
H: -4.154 1.517 -2.375
H: -3.584 0.790 -3.899
C: 3.730 -0.881 -2.673
O: 2.975 -1.131 -1.508
C: 3.694 -0.702 -0.313
C: 2.704 -0.672 0.833
N: 1.790 0.426 0.565
C: 0.827 0.546 1.675
C: -0.188 -0.624 1.631
O: -1.254 -0.360 0.657
C: -2.339 -1.250 0.984
H: 4.653 -1.440 -2.834
H: 4.065 0.149 -2.792
H: 3.141 -1.105 -3.563
H: 4.180 0.261 -0.471
H: 4.551 -1.339 -0.096
H: 3.317 -0.547 1.726
H: 2.240 -1.656 0.897
H: 1.247 0.255 -0.269
H: 0.347 1.512 1.516
H: 1.415 0.598 2.591
H: -0.468 -0.833 2.663
H: 0.288 -1.571 1.376
H: -2.670 -1.191 2.020
H: -2.123 -2.273 0.677
H: -3.243 -1.001 0.427
C: -4.681 1.747 3.114
O: -6.076 1.656 2.760
C: -6.330 0.525 1.910
C: -7.840 0.490 1.718
N: -8.322 1.750 1.176
C: -9.784 1.847 1.128
C: -10.161 3.207 0.574
O: -9.583 4.220 1.453
C: -9.745 5.608 1.047
H: -4.151 0.822 3.344
H: -4.521 2.438 3.941
H: -4.054 2.083 2.288
H: -5.932 -0.408 2.308
H: -5.846 0.678 0.945
H: -8.333 0.392 2.685
H: -8.128 -0.405 1.167
H: -7.936 2.460 1.783
H: -10.171 1.707 2.138
H: -10.183 1.033 0.524
H: -11.238 3.320 0.457
H: -9.678 3.244 -0.403
H: -10.604 6.023 1.575
H: -9.862 5.847 -0.010
H: -8.853 6.185 1.288
C: -0.183 -4.710 1.412
O: 0.070 -5.579 2.508
H: 0.772 -4.467 0.945
H: -0.824 -5.205 0.683
H: -0.747 -3.842 1.751
H: -0.426 -5.317 3.287
C: 2.868 -4.174 -2.332
O: 1.897 -4.523 -3.301
H: 3.282 -5.006 -1.764
H: 3.710 -3.704 -2.842
H: 2.512 -3.414 -1.636
H: 1.529 -5.343 -2.962
C: 7.622 -0.548 -3.605
O: 7.607 -1.990 -3.628
H: 8.474 -0.191 -3.027
H: 7.826 -0.198 -4.617
H: 6.688 -0.120 -3.239
H: 6.890 -2.330 -4.169
C: -5.701 -1.240 -1.421
O: -4.859 -2.312 -1.330
H: -6.574 -1.313 -0.773
H: -5.201 -0.335 -1.075
H: -6.004 -1.185 -2.466
H: -4.166 -2.141 -1.972
C: -0.068 -1.587 -2.107
O: -0.389 -2.606 -3.066
H: 0.384 -0.704 -2.558
H: -0.990 -1.188 -1.685
H: 0.458 -1.990 -1.241
H: 0.416 -3.121 -3.157
C: 1.262 -1.517 -6.235
O: 0.299 -1.944 -7.174
H: 2.218 -1.253 -6.687
H: 0.822 -0.702 -5.660
H: 1.449 -2.363 -5.574
H: 0.681 -1.708 -8.022
C: 5.578 -4.178 0.240
O: 4.181 -4.116 0.488
H: 5.711 -3.902 -0.806
H: 6.238 -3.628 0.911
H: 5.932 -5.207 0.305
H: 4.000 -4.078 1.430
C: 6.915 -0.625 1.447
O: 8.065 -0.044 1.911
H: 6.278 0.067 0.897
H: 7.122 -1.316 0.630
H: 6.429 -1.202 2.234
H: 8.556 0.239 1.135


C44H25F9N4O6PTc as an isolated structure in a non-equilibrium geometry. Source: the Open Molecules 2025 dataset; level of theory: wB97M-V/def2-TZVPD.

Output
Multiplicity: 2
Net charge: +1
Orbital gap (spin up / spin down): 4.621 / 4.904 eV
LUMO energy (spin up / spin down): -6.138 / -5.849 eV
HOMO energy (spin up / spin down): -10.759 / -10.752 eV
Energy relative to the best compared isomer or geometry (same formula, charge and spin): 26.2 kcal per mole

Element x y z (Å)
Tc: -0.136 0.554 -2.188
O: -1.365 3.927 -4.081
C: -0.787 3.125 -3.426
O: -1.070 1.794 -3.381
C: 0.369 3.458 -2.535
C: 1.023 4.659 -2.454
C: 2.183 4.723 -1.684
C: 2.683 3.570 -1.085
C: 1.960 2.411 -1.211
N: 0.805 2.385 -1.869
C: 2.379 1.040 -0.788
O: 3.467 0.794 -0.371
O: 1.380 0.143 -0.966
H: 0.632 5.511 -2.996
H: 2.715 5.663 -1.579
H: 3.628 3.550 -0.549
O: -0.503 -6.221 -3.128
C: -1.425 -5.594 -2.559
O: -2.490 -5.882 -1.968
C: -1.164 -4.021 -2.572
C: 0.033 -3.512 -3.086
C: 0.253 -2.167 -3.046
N: -0.677 -1.346 -2.493
C: -1.864 -1.813 -2.031
C: -2.130 -3.145 -2.058
C: -2.742 -0.730 -1.526
C: -4.077 -0.899 -1.251
C: -4.819 0.192 -0.819
C: -4.196 1.419 -0.659
C: -2.856 1.518 -0.952
N: -2.142 0.468 -1.378
C: 1.424 -1.443 -3.597
C: 2.512 -2.074 -4.150
C: 3.542 -1.310 -4.681
C: 3.447 0.074 -4.674
C: 2.345 0.657 -4.091
N: 1.362 -0.079 -3.536
H: 0.739 -4.221 -3.512
H: -3.055 -3.575 -1.677
H: -4.536 -1.871 -1.383
H: -5.879 0.083 -0.615
H: -4.739 2.294 -0.323
H: -2.322 2.455 -0.841
H: 2.558 -3.157 -4.166
H: 4.413 -1.799 -5.105
H: 4.221 0.699 -5.102
H: 2.236 1.734 -4.053
F: -4.237 -2.085 6.367
C: -4.568 -1.024 5.613
F: -5.777 -1.260 5.075
F: -4.676 0.038 6.433
C: -3.532 -0.776 4.551
C: -2.313 -0.221 4.919
C: -1.344 0.013 3.958
C: -1.587 -0.304 2.618
C: -2.809 -0.869 2.271
C: -3.785 -1.111 3.236
P: -0.341 -0.038 1.292
C: 0.791 -1.436 1.592
C: 1.854 -1.460 2.486
C: 2.680 -2.577 2.565
C: 2.431 -3.677 1.765
C: 1.340 -3.695 0.906
C: 0.531 -2.573 0.818
C: 3.370 -4.850 1.774
F: 4.136 -4.860 2.877
F: 2.700 -6.009 1.714
F: 4.192 -4.796 0.703
C: 0.448 1.532 1.800
C: 1.815 1.794 1.808
C: 2.288 3.098 1.935
C: 1.399 4.150 2.047
C: 0.031 3.910 2.080
C: -0.437 2.611 1.949
C: 1.929 5.553 2.025
F: 2.263 5.900 0.749
F: 3.035 5.677 2.768
F: 1.023 6.440 2.454
H: -2.126 0.029 5.959
H: -0.394 0.448 4.254
H: -3.005 -1.133 1.237
H: -4.735 -1.553 2.962
H: 2.039 -0.627 3.153
H: 3.513 -2.591 3.257
H: 1.126 -4.579 0.312
H: -0.323 -2.583 0.143
H: 2.534 0.997 1.670
H: 3.357 3.289 1.931
H: -0.661 4.736 2.201
H: -1.509 2.429 1.962


C44H28IrN4O3S2 as an isolated structure. Source: the Open Molecules 2025 dataset; level of theory: wB97M-V/def2-TZVPD.

Output
Net charge: -1
Orbital gap: 6.049 eV
LUMO energy: 1.483 eV
HOMO energy: -4.566 eV

Element x y z (Å)
Ir: 0.101 -0.034 -0.418
C: -4.525 -5.934 1.139
C: -4.304 -5.723 -0.215
C: -3.468 -4.694 -0.630
C: -2.845 -3.876 0.305
C: -3.071 -4.087 1.665
C: -3.909 -5.114 2.076
C: -1.944 -2.755 -0.092
C: -0.581 -2.952 0.065
C: 0.022 -4.218 0.397
C: 1.342 -3.999 0.557
C: 1.565 -2.591 0.332
C: 2.787 -1.957 0.484
C: 3.927 -2.767 1.003
C: 4.970 -3.154 0.166
C: 6.032 -3.899 0.659
C: 6.062 -4.266 1.997
C: 5.025 -3.884 2.838
C: 3.963 -3.141 2.344
C: 3.021 -0.606 0.230
N: 2.095 0.291 -0.207
C: 2.726 1.503 -0.298
C: 2.143 2.702 -0.683
C: 3.012 3.916 -0.680
C: 3.369 4.507 0.529
C: 4.178 5.634 0.548
C: 4.639 6.182 -0.641
C: 4.285 5.600 -1.850
C: 3.475 4.473 -1.868
C: 0.804 2.876 -1.029
C: 0.202 4.135 -1.375
C: -1.121 3.907 -1.546
C: -1.341 2.505 -1.311
N: -0.156 1.905 -1.011
C: -2.593 1.888 -1.296
C: -2.822 0.551 -1.026
C: -4.127 -0.068 -1.002
C: -3.948 -1.355 -0.648
C: -2.530 -1.552 -0.470
N: -1.869 -0.389 -0.730
C: -3.784 2.755 -1.534
C: -4.613 3.108 -0.472
C: -5.719 3.918 -0.683
C: -6.009 4.388 -1.957
C: -5.186 4.042 -3.020
C: -4.081 3.230 -2.808
C: 4.111 1.350 0.071
C: 4.290 0.054 0.404
N: 0.383 -1.991 -0.002
H: -5.178 -6.735 1.463
H: -4.783 -6.359 -0.949
H: -3.293 -4.523 -1.685
H: -2.583 -3.429 2.376
H: -4.083 -5.271 3.133
H: -0.514 -5.148 0.496
H: 2.108 -4.714 0.807
H: 4.942 -2.865 -0.878
H: 6.835 -4.195 -0.004
H: 6.890 -4.847 2.383
H: 5.043 -4.164 3.884
H: 3.150 -2.839 2.994
H: 3.002 4.073 1.451
H: 4.447 6.085 1.494
H: 5.271 7.062 -0.626
H: 4.642 6.021 -2.782
H: 3.196 4.014 -2.809
H: 0.728 5.072 -1.454
H: -1.887 4.621 -1.799
H: -5.055 0.437 -1.210
H: -4.698 -2.115 -0.502
H: -4.379 2.740 0.519
H: -6.354 4.186 0.152
H: -6.872 5.021 -2.121
H: -5.407 4.401 -4.018
H: -3.436 2.956 -3.635
H: 4.839 2.145 0.081
H: 5.195 -0.425 0.738
O: -0.609 -0.124 4.227
S: -1.241 -0.475 2.970
O: -0.916 -1.814 2.491
O: -2.654 -0.153 2.896
S: -0.330 0.947 1.612


C44H31Br4FFeIN2O5P as an isolated structure. Source: the Open Molecules 2025 dataset; level of theory: wB97M-V/def2-TZVPD.

Output
Multiplicity: 5
Net charge: -2
Orbital gap (spin up / spin down): 3.603 / 3.677 eV
LUMO energy (spin up / spin down): 3.551 / 3.551 eV
HOMO energy (spin up / spin down): -0.051 / -0.127 eV
Energy relative to the best compared isomer or geometry (same formula, charge and spin): 0.0 kcal per mole

Element x y z (Å)
Fe: -0.091 0.048 0.140
C: -5.048 1.687 0.002
C: -4.043 2.478 0.802
N: -4.544 3.553 1.449
C: -3.657 4.172 2.269
C: -2.322 3.920 2.365
C: -1.462 4.705 3.297
O: -0.778 3.903 4.274
C: -1.707 2.921 1.488
C: -0.367 2.855 1.286
N: 0.257 2.068 0.281
C: 1.494 2.391 -0.128
C: 2.419 3.209 0.583
C: 3.689 3.476 0.106
C: 4.143 2.973 -1.112
C: 3.267 2.186 -1.857
C: 2.001 1.930 -1.381
I: 0.684 0.805 -2.568
C: -2.728 2.094 0.873
O: -2.372 0.797 0.354
H: -5.887 2.346 -0.216
H: -5.427 0.825 0.560
H: -4.619 1.312 -0.932
H: -4.074 4.962 2.895
H: -2.078 5.412 3.856
H: -0.718 5.287 2.733
H: -0.493 3.103 3.812
H: 0.248 3.568 1.819
H: 2.137 3.594 1.554
H: 4.351 4.084 0.713
H: 5.143 3.180 -1.473
H: 3.570 1.781 -2.815
Br: 2.001 -3.104 6.048
C: 1.989 -2.372 4.296
C: 2.986 -2.678 3.392
Br: 4.408 -3.842 3.871
C: 2.932 -2.128 2.092
Br: 4.311 -2.449 0.821
C: 1.884 -1.311 1.658
O: 1.805 -0.790 0.479
C: 0.806 -1.050 2.590
O: -0.221 -0.398 2.160
C: 0.925 -1.537 3.890
Br: -0.464 -1.030 5.084
F: -4.850 -3.433 2.825
C: -4.234 -2.377 2.219
C: -4.163 -2.348 0.847
C: -3.533 -1.262 0.242
C: -2.999 -0.245 1.010
C: -3.073 -0.299 2.396
C: -3.696 -1.376 3.006
H: -4.595 -3.150 0.262
H: -3.471 -1.182 -0.836
H: -2.616 0.489 2.980
H: -3.743 -1.454 4.084
O: -0.421 -1.852 -0.729
P: -0.665 -3.314 -0.876
C: -0.762 -4.217 0.668
C: -0.268 -5.520 0.777
C: -0.320 -6.178 1.994
C: -0.864 -5.539 3.103
C: -1.354 -4.246 2.998
C: -1.298 -3.573 1.783
C: -2.134 -3.708 -1.851
C: -2.913 -4.829 -1.598
C: -4.006 -5.113 -2.409
C: -4.325 -4.273 -3.464
C: -3.551 -3.149 -3.717
C: -2.453 -2.868 -2.915
C: 0.724 -4.007 -1.791
C: 1.954 -3.393 -1.557
C: 3.090 -3.882 -2.190
C: 2.998 -4.962 -3.054
C: 1.771 -5.566 -3.294
C: 0.630 -5.088 -2.661
H: 0.185 -6.004 -0.079
H: 0.086 -7.179 2.084
H: -0.882 -6.042 4.062
H: -1.752 -3.737 3.866
H: -1.629 -2.538 1.721
H: -2.680 -5.466 -0.751
H: -4.618 -5.982 -2.202
H: -5.186 -4.487 -4.085
H: -3.809 -2.483 -4.531
H: -1.851 -1.983 -3.092
H: 2.017 -2.541 -0.881
H: 4.046 -3.411 -1.996
H: 3.888 -5.336 -3.548
H: 1.701 -6.406 -3.974
H: -0.332 -5.551 -2.851